(1)
C16H8B3Br4O26V as an isolated structure. Source: the OMol25 dataset; level of theory: the ωB97M-V functional and the def2-TZVPD basis.

Positions of all 58 atoms, in Å:
O: 2.1715 -1.0506 1.3026
V: 1.8176 -0.5106 -0.1681
O: 3.0731 -0.8811 -1.1491
O: -5.8351 -2.0833 -0.1568
C: -5.1043 -1.4068 0.5358
O: -4.2762 -0.4664 0.1604
B: -3.3505 -0.1600 1.2108
O: -3.8289 -0.9320 2.3845
C: -4.9158 -1.6957 2.0778
O: -5.5875 -2.4948 2.7045
O: -3.2596 1.2868 1.5308
C: -2.0937 1.7397 1.5161
O: -1.8160 2.8882 1.8473
C: -1.1791 0.5611 0.8915
O: -1.9727 -0.5527 0.9159
O: -0.0214 0.6187 0.4639
O: -5.6464 -3.8709 -2.6835
C: -4.7016 -3.1266 -2.9764
O: -3.3799 -3.1923 -3.0029
B: -2.7018 -1.8506 -3.2050
O: -3.8596 -0.9298 -3.3630
C: -5.0100 -1.6072 -3.1878
O: -6.1640 -1.1725 -3.1007
O: -1.7645 -1.8455 -4.3903
C: -0.5810 -1.4289 -4.0111
O: 0.4154 -1.1980 -4.7207
C: -0.5965 -1.1819 -2.5121
O: -1.8289 -1.4810 -2.0930
O: 0.4403 -0.9932 -1.7845
O: 2.6928 1.7707 -0.9785
C: 2.4482 2.9114 -0.4348
O: 2.1287 3.1635 0.7851
B: 2.0607 4.6396 1.1071
O: 2.3504 5.2598 -0.1971
C: 2.5525 4.2869 -1.1816
O: 2.7093 4.4611 -2.3825
O: 0.7671 5.0100 1.7210
C: 0.8826 5.4818 2.9056
O: -0.0544 5.8617 3.6376
C: 2.4043 5.5807 3.1918
O: 3.0272 5.0873 2.1205
O: 2.9101 6.0140 4.2081
Br: 3.8807 -6.5729 -3.8522
C: 2.8888 -4.8782 -4.1471
C: 3.4266 -3.7162 -3.2947
Br: 2.6063 -3.9018 -1.4786
H: 1.8181 -5.0815 -4.1624
H: 3.0104 -4.6823 -5.2124
H: 3.1432 -2.6902 -3.5295
H: 4.5151 -3.7680 -3.2726
Br: 4.0231 2.1333 5.4742
C: 2.6957 0.6148 5.6874
C: 2.1822 0.2336 4.3074
Br: 1.0108 1.6921 3.5260
H: 1.9002 0.9491 6.3535
H: 3.1067 -0.2450 6.2166
H: 1.5150 -0.6279 4.2799
H: 2.9544 0.0305 3.5654

Cartesian forces (eV/Å) of the 2 atoms listed first:
-0.4 -0.4 1.7
1.8 0.0 -1.9

Results
total charge = -3
2S+1 = 2
LUMO (spin up / spin down) = 4.6749 / 4.6749 eV
HOMO level (spin up / spin down) = -0.0081 / -0.0648 Ha


(2)
C16H8Cl2LaNO3S as an isolated structure. Source: the OMol25 dataset; level of theory: the ωB97M-V functional and the def2-TZVPD basis.

Positions of all 32 atoms, in Å:
La: -0.8276 -0.0500 0.2177
O: -0.4814 -0.5141 2.2413
C: -1.1098 -1.6674 2.4791
O: -2.3286 -1.6766 2.4401
C: -0.4105 -3.0435 2.6335
C: -0.9124 -4.0201 3.5150
C: -0.4884 -5.3382 3.4569
C: 0.2299 -5.8705 2.4248
C: 0.7345 -4.9292 1.5136
C: 0.4512 -3.5342 1.5847
S: 1.0017 -2.3137 0.4640
H: -1.6805 -3.7303 4.2159
H: -0.8943 -6.0451 4.2071
H: 0.5365 -6.9274 2.4923
H: 1.2231 -5.2406 0.5782
Cl: -2.8668 5.1703 -0.1171
C: -1.5734 4.3844 -0.9462
C: -1.0519 5.1974 -2.0092
C: 0.0653 4.8203 -2.7516
Cl: 0.8479 5.8975 -3.8345
C: 0.5970 3.5301 -2.4746
C: 1.6185 2.9188 -3.2498
C: 2.0448 1.6133 -3.0088
C: 1.5886 0.9876 -1.8575
N: 0.7246 1.5489 -1.0440
C: 0.1362 2.7726 -1.3662
C: -1.0237 3.1078 -0.5766
O: -1.4602 2.2261 0.2670
H: -1.5899 6.1291 -2.2612
H: 2.0764 3.4411 -4.0828
H: 2.8885 1.1840 -3.5533
H: 1.9347 -0.0284 -1.5975

Cartesian forces (eV/Å) of the 2 atoms listed first:
-0.3 0.0 -0.9
0.3 -1.1 2.4

Results
LUMO = -1.1675 eV
energy above the lowest of the compared OMol25 structures with the same formula, charge and spin = 19.5 kcal per mole
HOMO level = -0.2760 Ha


(3)
One molecule with the formula C16H8F4N6S. Source: the OMol25 dataset; level of theory: the ωB97M-V functional and the def2-TZVPD basis.

Positions of all 35 atoms, in Å:
F: 2.3588 3.3071 -3.8348
C: 2.2124 2.9461 -2.5372
C: 2.0593 1.5927 -2.2616
C: 2.1397 1.0813 -0.9265
C: 2.1136 2.0320 0.0862
N: 2.1747 1.6276 1.3902
N: 3.0958 2.0280 2.3312
N: 2.8190 1.1953 3.2571
N: 1.7640 0.3924 3.1150
C: 1.3311 0.6151 1.9178
C: 0.2117 -0.0620 1.3660
C: -0.5991 0.7662 0.5805
N: -1.7012 0.1966 0.0927
C: -1.9152 -1.1169 0.1409
C: -2.9479 -1.7427 -0.6570
C: -3.2472 -3.1113 -0.5838
C: -4.2001 -3.4006 -1.7452
C: -4.6023 -2.2550 -2.3356
S: -3.7624 -0.8343 -1.7874
N: -1.2243 -1.8453 0.9958
C: -0.1722 -1.4208 1.5808
C: 0.3933 -2.4444 2.5743
F: 1.7145 -2.4953 2.5086
F: 0.1283 -1.9586 3.7837
F: -0.1229 -3.7722 2.3405
C: 2.0837 3.4016 -0.1868
C: 2.1743 3.8938 -1.5017
H: 1.9213 0.8332 -3.0335
H: 2.2399 0.0180 -0.7087
H: -0.3237 1.7625 0.2444
H: -2.7108 -3.7789 0.0963
H: -4.5306 -4.4000 -1.9799
H: -5.2330 -2.1589 -3.1536
H: 2.1544 4.1475 0.6215
H: 2.2032 4.9598 -1.7904

Cartesian forces (eV/Å) of the 2 atoms listed first:
-0.3 0.1 0.7
-0.5 -0.4 0.5

Results
LUMO = -0.9425 eV
structure (SMILES) = Fc1ccc(-n2nnnc2-c2cnc(-c3cccs3)nc2C(F)(F)F)cc1
energy above the lowest of the compared OMol25 structures with the same formula, charge and spin = 33.3 kcal per mole
HOMO level = -0.3334 Ha


(4)
C16H8N2O4PtS4 as an isolated structure. Source: the OMol25 dataset; level of theory: the ωB97M-V functional and the def2-TZVPD basis.

Positions of all 35 atoms, in Å:
Pt: 0.4185 0.2675 -0.8323
S: -1.3101 -0.0779 0.6779
S: -1.7207 -0.5529 3.4855
S: 0.2912 1.6319 4.2513
S: 0.8607 1.8194 1.0634
N: -2.5996 -0.5877 10.3735
C: -2.1375 -0.2364 9.3831
C: -1.5667 0.1997 8.1603
C: -0.3427 -0.3280 7.7416
C: 0.2095 0.1010 6.5492
C: -0.4554 1.0536 5.7808
C: -1.6716 1.5832 6.2033
C: -2.2338 1.1546 7.3913
C: -0.5982 0.7023 3.1055
C: -0.3296 0.8768 1.7672
H: 0.1616 -1.0684 8.3454
H: 1.1505 -0.3065 6.2048
H: -2.1749 2.3241 5.5966
H: -3.1793 1.5538 7.7282
O: 3.7951 -2.2362 -0.2849
C: 2.9357 -1.4758 -0.7068
O: 1.8519 -1.1930 -0.0925
C: 3.0741 -0.8640 -2.1103
C: 3.8128 -1.5334 -3.0844
C: 3.8446 -1.0713 -4.3893
C: 3.1424 0.0597 -4.7682
C: 2.4172 0.7408 -3.7991
C: 2.4008 0.3071 -2.4708
N: 1.6445 1.9291 -4.1608
O: 0.7738 2.3078 -3.3833
O: 1.8688 2.4429 -5.2327
H: 4.3428 -2.4295 -2.7948
H: 4.4153 -1.6086 -5.1331
H: 3.1455 0.4151 -5.7876
H: 2.0401 0.9939 -1.6811

Cartesian forces (eV/Å) of the 2 atoms listed first:
0.7 -0.7 0.0
-0.1 0.2 0.1

Results
2S+1 = 5
LUMO (spin up / spin down) = -1.2303 / -3.4461 eV
HOMO level (spin up / spin down) = -0.3044 / -0.3355 Ha


(5)
C16H9Cl2NO2ReSSbSe4 as an isolated structure. Source: the OMol25 dataset; level of theory: the ωB97M-V functional and the def2-TZVPD basis.

Positions of all 37 atoms, in Å:
Re: -0.1253 0.1387 -0.0791
Cl: 6.6950 2.9943 -0.2231
C: 5.2426 2.1004 -0.2037
C: 5.3008 0.6919 -0.2134
C: 4.1591 -0.0650 -0.2233
Cl: 4.2749 -1.7901 -0.2391
C: 2.8613 0.5370 -0.1956
O: 1.7874 -0.1601 -0.2033
C: 2.8276 1.9774 -0.1536
C: 1.5716 2.6458 -0.1204
O: 0.4557 2.0976 -0.0593
C: 4.0156 2.7246 -0.1773
H: 6.2665 0.2109 -0.2185
H: 1.5796 3.7421 -0.1473
H: 3.9460 3.7998 -0.1747
S: -1.5558 0.8616 4.1869
C: -0.2018 -0.1842 4.2740
C: 0.2735 -0.5593 3.0502
C: -0.4617 0.0144 1.9978
C: -1.4925 0.8193 2.4693
C: -2.3119 1.5301 1.5295
C: -3.3175 2.4377 1.8600
C: -3.9919 3.1006 0.8532
C: -3.6797 2.8033 -0.4704
C: -2.6732 1.8915 -0.7326
N: -1.9986 1.2751 0.2366
H: 0.1906 -0.4671 5.2310
H: 1.1314 -1.1999 2.9300
H: -3.5421 2.6103 2.8993
H: -4.7435 3.8361 1.0976
H: -4.2028 3.2691 -1.2897
H: -2.4082 1.6353 -1.7502
Se: 1.7676 -3.8317 -1.0933
Sb: -0.5074 -4.7759 -0.4305
Se: -1.3974 -1.5506 -0.8376
Se: 2.1198 -3.1414 1.1157
Se: 0.1759 -4.2353 1.9437

Cartesian forces (eV/Å) of the 2 atoms listed first:
-2.1 -0.6 2.1
0.2 0.1 0.0

Results
total charge = +2
LUMO (spin up / spin down) = -8.3587 / -8.3571 eV
energy above the lowest of the compared OMol25 structures with the same formula, charge and spin = 1.9 kcal per mole
HOMO level (spin up / spin down) = -0.5099 / -0.5099 Ha


(6)
C17H10BrN3OPdSe as an isolated structure. Source: the OMol25 dataset; level of theory: the ωB97M-V functional and the def2-TZVPD basis.

Positions of all 34 atoms, in Å:
Pd: 0.1380 -1.4579 0.0690
Br: 5.9757 3.1348 -0.1856
C: 4.7265 1.7070 -0.1309
C: 5.1949 0.4102 0.0999
C: 4.2878 -0.6135 0.1856
C: 2.8952 -0.3970 0.0737
O: 2.1251 -1.4209 0.1936
C: 2.4252 0.9492 -0.1633
C: 1.0606 1.3032 -0.2488
N: 0.0169 0.4954 -0.0621
C: -1.2809 0.9422 -0.0384
C: -1.6987 2.2847 -0.0311
C: -3.0469 2.5947 -0.0193
C: -4.0168 1.6080 -0.0187
C: -3.6520 0.2514 0.0060
C: -4.5728 -0.8165 0.0375
C: -4.1052 -2.1132 0.0859
C: -2.7380 -2.3588 0.1082
N: -1.8393 -1.3657 0.0651
C: -2.2717 -0.0811 0.0111
C: 3.3877 1.9734 -0.2785
H: 6.2505 0.2147 0.2159
H: 4.6113 -1.6288 0.3621
H: 0.8684 2.3469 -0.4722
H: -0.9751 3.0815 -0.0174
H: -3.3450 3.6321 -0.0058
H: -5.0630 1.8666 -0.0149
H: -5.6308 -0.6041 0.0326
H: -4.7953 -2.9407 0.1200
H: -2.3505 -3.3659 0.1752
H: 3.0553 2.9836 -0.4630
Se: 2.6949 -5.1146 0.0799
C: 1.3171 -4.0882 0.1008
N: 0.3515 -3.4120 0.1267

Cartesian forces (eV/Å) of the 2 atoms listed first:
1.3 0.2 0.3
0.0 0.0 -0.1

Results
LUMO = -1.6357 eV
energy above the lowest of the compared OMol25 structures with the same formula, charge and spin = 9.9 kcal per mole
HOMO level = -0.2689 Ha